(1)
C4H3BrO | ωB97M-V with the def2-TZVPD basis set

Results
ΔE to the lowest compared entry with this formula, charge and spin   50.6 kcal per mole
Largest force on an atom   0.0645 hartree/bohr
Gap between HOMO and LUMO   8.72 eV
Lowest unoccupied orbital energy   -1.18 eV
M   146.971 g mol⁻¹

```
! wB97M-V def2-TZVPD RIJCOSX def2/J DEFGRID3
* xyz 0 1
C -0.1951 -1.1443 -0.1143
C -1.3547 -1.3603 -0.7398
C -1.8189 0.0516 -0.7863
C -0.4046 0.3669 -0.1068
O -2.7858 0.6950 -0.8876
Br -2.4373 -3.5271 -1.1283
H 0.5429 -1.5815 0.4502
H -0.4600 0.9520 0.7697
H -0.0194 0.8625 -0.9691
*
```



(2)
C4H3BrOS | ωB97M-V with the def2-TZVPD basis set

Results
ΔE to the lowest compared entry with this formula, charge and spin   34.7 kcal per mole
Largest force on an atom   0.0446 hartree/bohr
Gap between HOMO and LUMO   6.95 eV
Lowest unoccupied orbital energy   -1.85 eV
SMILES   BrOc1cccs1
M   179.038 g mol⁻¹

```
! wB97M-V def2-TZVPD RIJCOSX def2/J DEFGRID3
* xyz 0 1
C -0.0921 0.0630 0.0257
C 0.9059 -0.4116 -0.8280
C -0.0223 -0.4809 1.2792
C 1.7214 -1.3604 -0.2365
O 2.6511 -2.0688 -0.7724
S 1.2597 -1.5903 1.4593
Br 4.5478 -1.4340 -0.7271
H -0.8373 0.7799 -0.2670
H 1.0325 -0.1122 -1.8527
H -0.6701 -0.2855 2.1115
*
```



(3)
C4H3CaLiO6 | ωB97M-V with the def2-TZVPD basis set

Results
ΔE to the lowest compared entry with this formula, charge and spin   0.0 kcal per mole
Largest force on an atom   0.0289 hartree/bohr
Gap between HOMO and LUMO (alpha / beta)   8.48 / 3.96 eV
Lowest unoccupied orbital energy (alpha / beta)   -0.04 / -1.07 eV
M   194.081 g mol⁻¹

```
! wB97M-V def2-TZVPD RIJCOSX def2/J DEFGRID3
* xyz 0 1
O -1.7579 -0.9415 3.9114
C -0.7605 -0.7974 3.1470
O 0.3911 -1.1421 3.5413
O -0.9716 -0.2689 1.9589
C 0.0974 -0.0286 1.1103
O 0.8541 0.7267 -0.9464
C 0.6445 0.8934 -2.2985
C -0.1642 0.3005 -0.1521
O -0.4889 0.6976 -2.7748
O 1.6688 1.1825 -2.9459
Ca -0.5091 -1.8090 5.4906
Li 0.5008 0.9250 -4.5893
H 1.0920 -0.0812 1.5483
H -1.1704 0.3414 -0.5697
H 0.5739 0.0014 -6.4312
*
```



(4)
C4H3Cl2N | ωB97M-V with the def2-TZVPD basis set

Results
ΔE to the lowest compared entry with this formula, charge and spin   40.0 kcal per mole
<S²>   2.01
Largest force on an atom   0.1500 hartree/bohr
Gap between HOMO and LUMO (alpha / beta)   7.10 / 7.66 eV
Lowest unoccupied orbital energy (alpha / beta)   0.65 / -2.21 eV
M   135.981 g mol⁻¹

```
! wB97M-V def2-TZVPD RIJCOSX def2/J DEFGRID3
* xyz 0 3
C -0.3096 -0.8154 -0.7428
C -0.3630 -0.1004 -1.8707
C 0.0782 0.3594 0.1033
C 0.3763 0.4617 1.5401
N 0.0993 1.2772 -0.7817
Cl -0.6055 -2.4754 -0.4491
Cl -0.6663 -0.1700 -3.4777
H 0.3170 1.5043 1.8372
H 1.3883 0.0950 1.7100
H -0.3148 -0.1364 2.1314
*
```